{"formula": "C10H20N2OPSn", "method": "ωB97M-V/def2-TZVPD", "energy_ha": -1133.0213, "spin_multiplicity": 1, "total_charge": 1, "homo_ha": [-0.4167, -0.4167], "symbols": ["C", "C", "C", "C", "C", "Sn", "P", "H", "H", "H", "H", "H", "H", "H", "H", "C", "N", "C", "C", "O", "N", "C", "C", "H", "H", "H", "H", "H", "H", "H", "H", "H", "H", "H", "H"], "xyz": [[0.490, 0.573, -1.568], [0.117, -0.066, -2.716], [-0.411, -1.382, -2.751], [-0.266, -2.305, -1.680], [0.040, -1.933, -0.406], [-0.973, -0.085, -0.128], [-0.044, 2.676, 0.653], [1.027, 1.531, -1.551], [0.257, 0.413, -3.701], [-0.692, -1.785, -3.729], [0.311, -2.605, 0.411], [-0.377, -3.368, -1.964], [-0.793, 3.460, 1.583], [0.323, 3.687, -0.295], [1.191, 2.556, 1.362], [2.343, -0.248, 3.057], [1.187, -0.140, 3.925], [1.440, 0.022, 5.344], [-0.013, -0.147, 3.296], [0.037, -0.243, 2.024], [-1.212, -0.039, 3.919], [-1.428, -0.003, 5.352], [-2.403, 0.004, 3.088], [3.230, -0.264, 3.693], [2.402, 0.603, 2.365], [2.300, -1.171, 2.465], [0.921, 0.897, 5.757], [1.159, -0.879, 5.914], [2.516, 0.173, 5.457], [-1.152, 0.968, 5.786], [-2.496, -0.161, 5.518], [-0.878, -0.805, 5.862], [-2.333, 0.803, 2.335], [-2.566, -0.956, 2.577], [-3.255, 0.200, 3.745]], "atomic_forces_ev_per_a": [[-0.3694, 0.3938, 0.2356], [0.1618, 0.7205, -1.5914], [1.0904, -0.3854, 0.3895], [-0.3954, -1.6358, -1.1510], [-0.3658, 0.0242, 0.8337], [0.5672, 0.4396, 1.4983], [0.0178, 0.5460, 0.5348], [-0.4201, -0.2732, -0.6801], [0.0811, -0.3793, 0.3881], [-0.0442, 0.1652, 0.3611], [-0.3484, -0.4055, -0.5409], [0.2362, 0.5250, 0.0294], [0.4981, -0.0184, -0.2751], [-0.1070, -0.2402, 0.5330], [-0.3862, 0.3171, -0.1913], [0.4405, -0.1763, -0.3600], [-0.5897, 0.0521, -0.0582], [-0.0027, -0.0111, 0.6079], [0.0782, 0.1711, -0.8396], [-0.5155, 0.1596, 0.3603], [0.4362, -0.0198, -0.2307], [0.0006, -0.0874, 0.6419], [-0.1420, -0.0175, -0.2767], [-0.1015, -0.0277, -0.2787], [0.0506, -0.2325, 0.1520], [0.1066, 0.2601, 0.1131], [0.3158, -0.3265, -0.1071], [0.2369, 0.3855, -0.1297], [-0.3267, 0.0243, 0.1403], [-0.1860, -0.3004, -0.0535], [0.3128, -0.0142, 0.1313], [-0.3514, 0.3217, -0.1244], [-0.1201, -0.2102, 0.2252], [-0.0074, 0.2436, 0.0509], [0.1488, 0.0119, -0.3382]]}



{"formula": "C5H7Br", "method": "ωB97M-V/def2-TZVPD", "de_lowest_kcal_mol": 46.0, "energy_ha": -2768.6140, "spin_multiplicity": 1, "homo_ha": [-0.2815, -0.3311], "symbols": ["Br", "H", "C", "C", "C", "C", "C", "H", "H", "H", "H", "H", "H"], "xyz": [[-3.078, -0.803, -0.049], [-0.926, -0.061, -0.655], [0.028, 0.033, -0.091], [0.292, 1.236, 0.596], [-0.501, 2.350, 0.496], [0.903, -1.071, -0.055], [0.708, -2.212, -0.790], [1.193, 1.271, 1.232], [-0.238, 3.275, 1.004], [-1.408, 2.292, -0.108], [1.792, -0.994, 0.593], [1.431, -3.025, -0.772], [-0.195, -2.290, -1.400]], "atomic_forces_ev_per_a": [[0.3437, 0.0663, 0.0882], [0.8272, 0.2212, -0.0003], [-1.4957, -0.2472, -0.5418], [0.0245, 1.2788, 0.6742], [0.4984, -1.1899, -0.1494], [0.6966, -1.2745, -0.0395], [-0.1394, 1.2132, 0.5177], [-0.4312, 0.0356, -0.3788], [-0.1425, -0.2277, -0.1383], [0.1903, 0.1639, 0.2401], [-0.4047, -0.0398, -0.3985], [-0.2446, 0.1600, -0.0262], [0.2774, -0.1597, 0.1524]]}



{"formula": "C5H10N2", "method": "ωB97M-V/def2-TZVPD", "de_lowest_kcal_mol": 84.9, "energy_ha": -305.8886, "spin_multiplicity": 1, "smiles": "C[C@H]1N[C@H]1[C@H]1CN1", "homo_ha": -0.3326, "symbols": ["C", "C", "N", "C", "C", "C", "N", "H", "H", "H", "H", "H", "H", "H", "H", "H", "H"], "xyz": [[1.149, 1.552, 0.871], [1.371, 0.202, 0.221], [0.937, -1.101, 0.644], [0.538, -0.600, -0.679], [-0.882, -0.338, -1.077], [-1.979, -1.064, -0.395], [-1.827, 0.381, -0.235], [2.210, 1.547, 0.548], [1.085, 1.625, 1.967], [0.544, 2.320, 0.359], [2.470, 0.134, -0.078], [0.200, -1.037, 1.338], [1.137, -1.028, -1.479], [-0.988, -0.121, -2.139], [-2.855, -1.383, -0.953], [-1.706, -1.721, 0.431], [-1.405, 0.631, 0.656]], "atomic_forces_ev_per_a": [[1.4257, -0.0224, -0.5140], [1.1580, -0.7868, -0.6080], [-0.3887, -0.6656, 0.1339], [-0.1367, -0.2298, -0.2331], [0.1500, -0.0885, -0.1028], [-0.1327, -0.2489, -0.0196], [0.0587, 0.2243, 0.2061], [-0.2599, 3.4269, 1.3599], [-0.0803, -0.3665, -0.4823], [0.1922, -0.6729, 0.1244], [-1.4129, -0.4652, 0.2129], [-0.1994, 0.1068, -0.1539], [-0.3593, -0.3226, -0.0069], [-0.0144, -0.0188, 0.1872], [0.0909, 0.1155, 0.0881], [-0.0262, 0.1525, -0.1740], [-0.0649, -0.1381, -0.0179]]}



{"formula": "C5H9N3O", "method": "ωB97M-V/def2-TZVPD", "de_lowest_kcal_mol": 136.6, "energy_ha": -435.2400, "spin_multiplicity": 1, "homo_ha": -0.3176, "symbols": ["C", "C", "C", "C", "N", "C", "O", "N", "N", "H", "H", "H", "H", "H", "H", "H", "H", "H"], "xyz": [[0.133, 1.929, -0.819], [0.901, -1.266, 0.363], [-0.768, -0.425, 0.340], [-0.780, 0.739, -0.721], [1.825, -0.372, 0.812], [-0.429, -0.644, -1.015], [-2.145, 1.078, -0.900], [1.028, -2.516, 0.370], [-1.348, -0.406, 1.489], [-2.557, 1.113, -0.020], [2.590, -0.802, 1.317], [1.467, 0.470, 1.237], [0.281, -3.019, -0.102], [-1.248, -1.299, 1.973], [-0.006, -1.303, -1.756], [1.183, 1.640, -0.807], [-0.059, 2.632, -0.004], [-0.070, 2.452, -1.757]], "atomic_forces_ev_per_a": [[-0.0314, 0.0919, 0.0045], [0.3152, -0.2112, -0.8265], [-1.4146, 0.8158, -0.0306], [0.0912, -0.4765, 0.5846], [0.0011, 0.1394, 0.0737], [0.8342, -0.2412, 0.4150], [0.2564, -0.1473, 0.0182], [-0.3447, 0.5490, 0.0103], [0.6876, -0.2770, 0.0480], [0.1398, -0.0428, -0.1490], [-0.1312, 0.0041, -0.0038], [-0.0190, -0.0037, -0.0651], [0.0395, 0.0902, -0.0344], [-0.2348, 0.0070, -0.0989], [-0.1997, -0.2075, 0.0397], [-0.0265, -0.0266, 0.0020], [0.0129, -0.0342, -0.0376], [0.0240, -0.0293, 0.0498]]}